*P*
Entry from the OMol25 dataset: C8H8F2 in the gas phase (ωB97M-V/def2-TZVPD).

Results
Frontier orbital gap, eV: 9.405
LUMO, eV: 0.40
SMILES: C=C[C@]1(F)C=CC=C[C@@H]1F

ORCA input file:
```
! RIJCOSX wB97M-V def2-TZVPD def2/J DEFGRID3
* xyz 0 1
C -2.07 -0.66 0.03
C -1.76 0.57 -0.66
C -1.18 -1.65 0.11
C -0.53 0.83 -1.08
C 2.63 0.67 0.69
C 1.34 0.46 0.60
C 0.15 -1.55 -0.57
C 0.60 -0.10 -0.78
F 1.10 -2.25 0.16
F 1.54 -0.06 -1.79
H -3.05 -0.77 0.47
H -2.56 1.28 -0.82
H -1.38 -2.59 0.60
H -0.24 1.74 -1.58
H 3.07 1.03 1.61
H 3.29 0.50 -0.14
H 0.63 0.61 1.40
H 0.11 -2.05 -1.55
*
```

***

*Q*
Entry from the OMol25 dataset: C8H8F2 in the gas phase (ωB97M-V/def2-TZVPD).

Results
Frontier orbital gap, eV: 9.389
LUMO, eV: 0.76
SMILES: CC1=CC=C[C@@H]2[C@@H](F)[C@]12F

ORCA input file:
```
! RIJCOSX wB97M-V def2-TZVPD def2/J DEFGRID3
* xyz 0 1
C -1.14 -0.13 -1.63
C -0.80 -1.23 -0.65
C -0.70 1.15 -1.65
C -0.13 -1.00 0.49
C 0.05 1.65 -0.44
C 1.43 1.15 -0.10
C 0.22 0.70 0.68
C 0.11 -1.80 1.74
F 2.36 1.99 0.40
F -0.11 1.09 1.93
H -1.66 -0.46 -2.46
H -1.06 -2.17 -1.10
H -0.97 1.87 -2.42
H -0.14 2.66 -0.26
H 1.96 0.41 -0.77
H -0.01 -2.86 1.56
H -0.53 -1.57 2.53
H 1.11 -1.47 2.16
*
```

***

*P* comes first in stability; the runner-up is 135.4 kJ/mol higher.

***

*P*
Entry from the OMol25 dataset: 3 unconnected molecules or ions with the total composition C4H16N2O2 (ωB97M-V/def2-TZVPD).

Results
Frontier orbital gap, eV: 9.769
LUMO, eV: 0.73
SMILES: CNC[C@@H](C)N.O.O

ORCA input file:
```
! RIJCOSX wB97M-V def2-TZVPD def2/J DEFGRID3
* xyz 0 1
N 1.97 0.08 1.06
C 1.06 -1.01 0.72
C 1.72 -1.87 -0.34
C -0.28 -0.44 0.23
N -0.90 0.35 1.30
C -2.33 0.44 1.13
H 1.46 0.86 1.47
H 2.48 0.44 0.28
H 0.86 -1.67 1.56
H 2.60 -2.32 0.12
H 1.91 -1.47 -1.33
H 1.06 -2.72 -0.57
H -0.91 -1.29 -0.06
H -0.11 0.11 -0.69
H -0.64 -0.10 2.18
H -2.84 -0.52 1.01
H -2.79 0.98 1.96
H -2.58 1.05 0.26
H 0.79 0.29 -3.26
H -0.65 0.81 -3.22
O -0.07 0.15 -2.84
H -1.24 3.07 -0.14
H -0.15 1.98 -0.23
O -0.43 2.82 -0.61
*
```

***

*Q*
Entry from the OMol25 dataset: 3 unconnected molecules or ions with the total composition C4H16N2O2 (ωB97M-V/def2-TZVPD).

Results
Frontier orbital gap, eV: 10.317
LUMO, eV: 0.70
SMILES: NCCCCN.O.O

ORCA input file:
```
! RIJCOSX wB97M-V def2-TZVPD def2/J DEFGRID3
* xyz 0 1
C 1.31 -0.29 0.90
C 1.03 -0.55 -0.56
C -0.30 0.02 -1.05
C -1.35 -1.00 -1.54
N -2.42 -1.29 -0.58
N 1.43 1.17 1.23
H 0.57 -0.61 1.63
H 2.22 -0.85 1.17
H 1.80 -0.13 -1.20
H 1.05 -1.61 -0.84
H -0.17 0.81 -1.79
H -0.85 0.50 -0.22
H -1.78 -0.58 -2.45
H -0.94 -1.95 -1.90
H -2.37 -2.26 -0.30
H -3.35 -1.05 -0.90
H 0.95 1.40 2.09
H 2.41 1.29 1.48
H -0.85 -0.18 2.95
H -1.54 -0.43 1.60
O -1.62 -0.59 2.55
H 1.91 2.84 -0.13
H 1.03 2.41 -1.01
O 1.84 2.92 -1.10
*
```

***

*P* comes first in stability; the runner-up is 41.6 kJ/mol higher.

***

*P*
Entry from the OMol25 dataset: a molecular structure, H2LiO (ωB97M-V/def2-TZVPD).

Results
Frontier orbital gap, eV: 11.967
LUMO, eV: -5.21

ORCA input file:
```
! RIJCOSX wB97M-V def2-TZVPD def2/J DEFGRID3
* xyz 1 1
O 0.29 -0.14 0.03
H 0.72 -0.39 -0.82
H 1.04 0.13 0.61
Li -2.05 0.41 0.18
*
```

***

*Q*
Entry from the OMol25 dataset: a molecular structure, H2LiO (ωB97M-V/def2-TZVPD).

Results
Frontier orbital gap, eV: 11.004
LUMO, eV: -5.40

ORCA input file:
```
! RIJCOSX wB97M-V def2-TZVPD def2/J DEFGRID3
* xyz 1 1
O -0.37 0.16 0.07
H -1.20 -0.34 0.25
H -0.60 1.10 0.26
Li 2.16 -0.92 -0.58
*
```

***

*R*
Entry from the OMol25 dataset: a molecular structure, H2LiO (ωB97M-V/def2-TZVPD).

Results
Frontier orbital gap, eV: 14.671
LUMO, eV: -5.05

ORCA input file:
```
! RIJCOSX wB97M-V def2-TZVPD def2/J DEFGRID3
* xyz 1 1
O 0.17 -0.09 -0.08
H 0.53 0.34 0.73
H 0.30 0.58 -0.79
Li -1.01 -0.83 0.13
*
```

***

*P* comes first in stability; the runner-up is 29.0 kJ/mol higher.

***

*P*
Entry from the OMol25 dataset: 2 unconnected molecules or ions with the total composition C2H6P5 (ωB97M-V/def2-TZVPD).

Results
Frontier orbital gap (alpha / beta), eV: 8.504 / 4.367
LUMO (alpha / beta), eV: -4.86 / -7.88

ORCA input file:
```
! RIJCOSX wB97M-V def2-TZVPD def2/J DEFGRID3
* xyz 1 1
C -1.20 2.45 -1.56
C -0.48 -2.26 0.93
P 2.64 -0.63 0.99
P 2.12 1.34 0.18
P 0.94 0.47 1.91
P 1.41 -0.40 -0.84
P -0.48 -0.52 0.44
H -1.79 2.81 -0.74
H -0.75 1.50 -1.77
H -1.28 3.10 -2.45
H -1.29 -2.90 0.55
H -0.27 -2.47 1.98
H 0.43 -2.50 0.36
*
```

***

*Q*
Entry from the OMol25 dataset: a gas-phase ion, C2H6P5 (charge +1) (ωB97M-V/def2-TZVPD).

Results
Frontier orbital gap, eV: 8.871
LUMO, eV: -4.51

ORCA input file:
```
! RIJCOSX wB97M-V def2-TZVPD def2/J DEFGRID3
* xyz 1 1
C 1.35 -1.48 -0.21
C 0.80 1.49 0.27
P -3.12 0.98 -0.02
P -3.05 -1.16 -0.13
P -1.89 -0.20 1.57
P -1.65 -0.12 -1.51
P -0.21 -0.02 0.14
H 1.04 -2.25 0.44
H 2.17 -0.89 0.21
H 1.25 -1.67 -1.23
H 1.66 1.10 -0.36
H 1.32 1.86 1.15
H 0.33 2.36 -0.32
*
```

***

*Q* comes first in stability; the runner-up is 308.6 kJ/mol higher.

***

*P*
Entry from the OMol25 dataset: 7 unconnected molecules or ions with the total composition C25H70N8O7 (ωB97M-V/def2-TZVPD).

Results
Frontier orbital gap, eV: 9.500
LUMO, eV: 0.58
SMILES: COC[C@H](C)N.COC[C@H](C)N.COC[C@H](C)N.COC[C@H](C)N.COC[C@H](C)N.COC[C@H](C)N.NC(N)=O

ORCA input file:
```
! RIJCOSX wB97M-V def2-TZVPD def2/J DEFGRID3
* xyz 0 1
C 31.16 16.57 -7.48
C 31.85 16.62 -8.84
C 33.14 17.37 -8.68
O 34.14 17.25 -9.67
C 33.89 17.91 -10.87
N 31.94 15.27 -9.44
H 31.92 16.32 -6.72
H 30.48 15.71 -7.47
H 30.60 17.47 -7.26
H 31.19 17.19 -9.50
H 33.67 17.12 -7.75
H 32.98 18.46 -8.56
H 33.83 19.01 -10.67
H 32.96 17.71 -11.40
H 34.79 17.84 -11.47
H 32.69 14.75 -8.98
H 32.26 15.43 -10.40
C 23.99 11.86 -10.80
C 23.68 11.77 -9.32
C 22.26 11.30 -9.07
O 22.03 11.33 -7.65
C 20.71 10.99 -7.32
N 24.65 10.93 -8.66
H 24.01 10.86 -11.27
H 25.04 12.12 -10.99
H 23.33 12.52 -11.35
H 23.77 12.76 -8.87
H 22.16 10.26 -9.44
H 21.51 11.93 -9.56
H 20.02 11.84 -7.45
H 20.66 10.72 -6.26
H 20.29 10.17 -7.92
H 24.48 10.81 -7.67
H 24.45 10.00 -9.07
C 26.31 13.96 -15.90
C 25.01 13.15 -15.69
C 25.01 12.48 -14.32
O 26.08 11.61 -14.11
C 26.03 10.51 -14.93
N 23.85 14.14 -15.58
H 27.20 13.30 -15.80
H 26.38 14.73 -15.14
H 26.42 14.31 -16.92
H 24.72 12.48 -16.49
H 24.12 11.87 -14.09
H 25.05 13.27 -13.56
H 26.99 10.02 -15.11
H 25.71 10.73 -15.96
H 25.37 9.75 -14.49
H 24.06 14.90 -14.93
H 23.76 14.67 -16.45
C 30.85 18.07 -15.71
C 32.16 18.00 -14.95
C 32.73 16.62 -14.88
O 33.81 16.67 -13.90
C 34.09 15.39 -13.37
N 33.12 18.99 -15.47
H 30.99 17.73 -16.74
H 30.50 19.11 -15.74
H 30.12 17.40 -15.26
H 31.99 18.32 -13.91
H 33.26 16.38 -15.82
H 31.95 15.90 -14.64
H 35.07 15.44 -12.91
H 34.02 14.61 -14.14
H 33.34 15.15 -12.61
H 33.85 19.14 -14.79
H 32.60 19.85 -15.59
C 27.26 14.00 -8.30
C 28.10 12.77 -8.03
C 27.79 12.20 -6.69
O 28.84 11.40 -6.30
C 28.72 10.94 -4.99
N 27.91 11.72 -9.08
H 27.38 14.34 -9.33
H 27.55 14.77 -7.59
H 26.19 13.75 -8.23
H 29.16 13.04 -8.01
H 26.84 11.65 -6.72
H 27.63 13.03 -5.98
H 29.57 11.18 -4.35
H 28.50 9.86 -4.97
H 27.86 11.39 -4.47
H 26.89 11.61 -9.19
H 28.24 10.89 -8.59
C 25.69 7.59 -11.65
C 26.83 6.76 -12.15
C 28.15 7.47 -11.94
O 28.25 8.56 -12.77
C 29.27 9.51 -12.40
N 26.81 5.47 -11.45
H 25.80 8.61 -12.01
H 25.74 7.60 -10.55
H 24.74 7.16 -11.95
H 26.79 6.59 -13.23
H 28.99 6.75 -12.09
H 28.34 7.72 -10.87
H 29.46 10.11 -13.29
H 30.23 9.01 -12.18
H 28.95 10.12 -11.55
H 27.61 4.92 -11.74
H 26.97 5.68 -10.46
C 28.98 13.79 -11.89
O 29.23 14.70 -12.77
N 27.99 12.80 -12.09
N 29.75 13.66 -10.72
H 27.73 12.21 -11.32
H 27.52 12.79 -12.97
H 30.45 14.38 -10.52
H 29.46 13.01 -10.00
*
```

***

*Q*
Entry from the OMol25 dataset: 7 unconnected molecules or ions with the total composition C25H70N8O7 (ωB97M-V/def2-TZVPD).

Results
Frontier orbital gap, eV: 9.452
LUMO, eV: 0.34
SMILES: COC[C@H](C)N.COC[C@H](C)N.COC[C@H](C)N.COC[C@H](C)N.COC[C@H](C)N.COC[C@H](C)N.NC(N)=O

ORCA input file:
```
! RIJCOSX wB97M-V def2-TZVPD def2/J DEFGRID3
* xyz 0 1
C 0.85 1.03 -1.13
O 1.01 2.23 -1.03
N 0.32 0.24 -0.25
N 0.96 0.37 -2.20
H 0.12 0.55 0.69
H 0.21 -0.74 -0.48
H 0.86 -0.63 -2.29
H 1.45 0.92 -2.89
C 4.35 -5.26 -1.64
C 3.72 -3.94 -2.21
C 4.54 -3.48 -3.46
O 5.82 -3.18 -2.98
C 6.84 -3.16 -4.00
N 2.34 -4.14 -2.51
H 3.88 -5.49 -0.68
H 5.39 -4.96 -1.46
H 4.19 -6.17 -2.21
H 3.73 -3.24 -1.37
H 4.12 -2.56 -3.88
H 4.65 -4.17 -4.30
H 6.93 -4.11 -4.52
H 7.80 -2.93 -3.54
H 6.57 -2.37 -4.69
H 2.38 -4.72 -3.34
H 1.97 -4.78 -1.82
C -5.51 3.61 1.90
C -4.08 4.03 1.61
C -3.99 5.56 1.60
O -5.00 6.09 0.67
C -4.87 7.46 0.41
N -3.31 3.47 2.64
H -5.53 2.53 1.97
H -6.16 3.89 1.07
H -5.99 4.10 2.75
H -3.80 3.61 0.64
H -2.97 5.87 1.35
H -4.24 5.98 2.57
H -3.89 7.70 -0.01
H -5.12 7.81 1.41
H -5.61 7.65 -0.37
H -2.43 3.96 2.48
H -3.62 3.97 3.46
C -0.98 -11.24 1.81
C -1.26 -10.18 0.74
C -0.69 -8.76 1.14
O -0.88 -7.87 0.03
C -2.04 -7.04 0.08
N -0.51 -10.63 -0.40
H -1.63 -11.08 2.67
H 0.07 -11.34 2.06
H -1.29 -12.22 1.45
H -2.34 -10.12 0.55
H 0.38 -8.81 1.34
H -1.03 -8.44 2.12
H -2.50 -6.78 -0.87
H -1.77 -6.09 0.54
H -2.81 -7.59 0.62
H 0.45 -10.72 -0.10
H -0.49 -9.79 -0.97
C -0.69 4.19 -10.16
C -0.85 3.39 -8.89
C -0.52 4.25 -7.63
O 0.83 4.48 -7.45
C 1.21 5.24 -6.33
N -2.16 2.82 -8.78
H -0.86 3.48 -10.98
H 0.31 4.59 -10.28
H -1.33 5.07 -10.23
H -0.20 2.51 -8.91
H -0.84 3.73 -6.72
H -1.09 5.18 -7.58
H 0.80 6.25 -6.32
H 2.29 5.27 -6.27
H 0.97 4.67 -5.43
H -2.26 2.26 -7.95
H -2.89 3.50 -8.62
C -1.05 -1.89 5.32
C -2.46 -2.43 5.30
C -3.27 -1.92 6.47
O -4.69 -1.94 6.25
C -5.47 -1.60 7.36
N -2.99 -1.86 4.02
H -0.46 -2.37 6.10
H -1.04 -0.81 5.43
H -0.45 -2.15 4.44
H -2.54 -3.51 5.18
H -2.99 -0.87 6.48
H -3.00 -2.38 7.42
H -5.28 -2.24 8.22
H -6.56 -1.63 7.33
H -5.21 -0.57 7.61
H -2.86 -0.86 4.13
H -3.97 -1.86 4.29
C 3.51 7.35 3.80
C 3.72 6.39 2.66
C 4.29 4.98 3.07
O 5.64 5.16 3.41
C 6.25 4.12 4.16
N 2.42 6.06 2.25
H 2.66 7.04 4.41
H 3.17 8.32 3.44
H 4.34 7.43 4.51
H 4.28 6.92 1.89
H 4.25 4.24 2.27
H 3.71 4.69 3.95
H 5.66 3.88 5.04
H 7.21 4.43 4.58
H 6.37 3.21 3.58
H 2.12 6.71 1.55
H 2.43 5.14 1.82
*
```

***

*P* comes first in stability; the runner-up is 351.6 kJ/mol higher.